1.
A gas-phase ion, C3H6BrN4O2 (charge +1) in a non-equilibrium geometry, computed with the ωB97M-V functional and the def2-TZVPD basis.

Results
charge	+1
SMILES	[H]/N=C/N/[N+](C)=C(/Br)[N+](=O)[O-]
energy above the lowest of the compared OMol25 structures with the same formula, charge and spin	4.5465	eV

Last column: Löwdin charge in e.
Geometry (Å):
H1 -1.129 -1.030 -2.418  0.124
N1 -0.495 -0.909 -1.593  0.117
C1 -0.847 -1.266 -0.448  -0.236
N2 -0.091 -0.914 0.666  0.080
N3 0.938 -0.129 0.274  -0.126
C2 0.494 1.048 -0.431  -0.070
C3 2.228 -0.432 0.339  -0.467
Br1 3.642 0.598 -0.209  1.089
N4 2.775 -1.772 0.785  -0.368
O1 3.973 -1.901 0.716  0.064
O2 2.020 -2.692 0.977  0.123
H2 -1.775 -1.760 -0.192  0.144
H3 0.185 -1.735 1.224  0.156
H4 -0.544 1.351 -0.006  0.152
H5 1.269 1.950 -0.342  0.117
H6 0.310 0.998 -1.524  0.102

2.
A molecular structure, C22H33N9O5PSSeSiZr in a non-equilibrium geometry, computed with the ωB97M-V functional and the def2-TZVPD basis.

Results
charge	+1
energy above the lowest of the compared OMol25 structures with the same formula, charge and spin	0.2278	eV

Last column: Löwdin charge in e.
Geometry (Å):
Zr1 -0.043 -0.568 0.756  1.478
C1 -3.811 3.624 0.147  0.002
N1 -2.975 2.651 0.852  -0.077
C2 -3.255 2.163 2.100  -0.016
C3 -2.351 1.180 2.351  -0.113
N2 -1.526 1.062 1.258  -0.094
C4 -1.935 1.959 0.358  -0.433
P1 -1.110 2.375 -1.217  1.214
C5 0.579 2.379 -0.458  -0.408
N3 1.113 1.388 0.258  -0.092
C6 2.409 1.744 0.529  -0.125
C7 2.655 2.967 -0.010  -0.023
N4 1.496 3.355 -0.631  -0.106
C8 1.318 4.628 -1.323  -0.002
C9 -0.778 0.784 -2.053  -0.443
N5 -0.212 -0.294 -1.513  -0.091
C10 0.105 -1.141 -2.549  -0.136
C11 -0.271 -0.559 -3.714  -0.023
N6 -0.828 0.653 -3.389  -0.084
C12 -1.407 1.588 -4.352  0.003
H1 -4.632 3.088 -0.324  0.077
H2 -4.176 4.347 0.873  0.102
H3 -3.219 4.131 -0.608  0.078
H4 -4.074 2.542 2.685  0.142
H5 -2.258 0.532 3.206  0.120
H6 3.082 1.083 1.046  0.070
H7 3.540 3.578 -0.019  0.134
H8 1.268 5.441 -0.602  0.103
H9 2.156 4.789 -1.997  0.102
H10 0.397 4.600 -1.897  0.065
H11 0.584 -2.088 -2.376  0.092
H12 -0.197 -0.893 -4.734  0.136
H13 -1.870 1.010 -5.148  0.107
H14 -2.184 2.161 -3.855  0.067
H15 -0.632 2.229 -4.766  0.098
N7 1.062 0.414 2.995  0.011
N8 1.387 -0.777 3.673  0.004
C13 0.554 -1.856 3.390  -0.723
O1 0.689 -2.939 3.884  0.109
O2 -0.378 -1.513 2.506  -0.325
H16 1.911 0.945 2.840  0.080
H17 0.415 0.980 3.541  0.111
H18 1.773 -0.730 4.604  0.155
N9 -1.248 -4.087 0.444  0.138
C14 -1.924 -3.013 -0.077  -0.349
C15 -2.496 -2.054 0.785  -0.094
C16 -3.294 -1.032 0.256  -0.081
C17 -3.471 -0.882 -1.102  -0.258
C18 -2.931 -1.845 -1.954  -0.047
C19 -2.173 -2.889 -1.457  -0.034
S1 -4.388 0.536 -1.698  0.477
O3 -5.102 0.083 -2.861  -0.292
O4 -5.162 0.979 -0.554  -0.326
O5 -3.347 1.542 -2.037  -0.447
H19 -0.891 -4.002 1.384  0.095
H20 -0.656 -4.613 -0.177  0.103
H21 -2.460 -2.214 1.852  0.114
H22 -3.812 -0.351 0.918  0.105
H23 -3.131 -1.777 -3.016  0.127
H24 -1.787 -3.646 -2.129  0.123
C20 5.157 -2.544 -0.612  -0.219
Si1 4.226 -2.350 0.982  0.200
C21 4.823 -0.877 1.959  -0.214
C22 4.186 -3.890 2.014  -0.210
Se1 2.017 -1.951 0.400  0.435
H25 6.220 -2.685 -0.402  0.043
H26 5.047 -1.663 -1.245  0.033
H27 4.805 -3.413 -1.169  0.037
H28 5.828 -1.077 2.339  0.045
H29 4.172 -0.690 2.815  0.018
H30 4.882 0.020 1.340  0.017
H31 5.184 -4.113 2.399  0.043
H32 3.850 -4.745 1.426  0.040
H33 3.505 -3.772 2.859  0.032

3.
C3H4S2 in the gas phase in a non-equilibrium geometry, computed with the ωB97M-V functional and the def2-TZVPD basis.

Results
energy above the lowest of the compared OMol25 structures with the same formula, charge and spin	2.8090	eV

Last column: Löwdin charge in e.
Geometry (Å):
C1 0.558 -0.917 0.373  -0.541
C2 -0.400 0.288 0.453  -0.546
C3 -0.177 1.399 -0.403  -0.502
S1 -0.033 -1.596 -1.208  0.478
S2 -1.280 0.479 -1.204  0.814
H1 1.467 -0.505 0.282  0.021
H2 0.314 -1.566 1.175  0.057
H3 -1.209 0.467 1.229  0.125
H4 0.760 1.950 -0.696  0.092

4.
2 unconnected molecules or ions with the total composition C4H8F2N3O2 in a non-equilibrium geometry, computed with the ωB97M-V functional and the def2-TZVPD basis.

Results
charge	+1
energy above the lowest of the compared OMol25 structures with the same formula, charge and spin	3.7301	eV

Last column: Löwdin charge in e.
Geometry (Å):
C1 0.505 0.744 0.491  -0.175
C2 1.856 -1.206 1.029  0.053
C3 1.407 -0.165 -1.399  -0.006
C4 -1.730 -0.566 0.252  -0.408
N1 1.317 -0.149 0.071  -0.105
N2 -2.110 0.442 -0.501  -0.215
N3 -0.070 1.630 0.987  0.348
O1 -2.582 1.558 0.195  0.044
O2 -1.528 0.730 -1.538  0.009
F1 -2.310 -0.705 1.425  0.202
F2 -1.337 -1.685 -0.214  0.258
H1 1.186 -1.209 1.821  0.067
H2 1.864 -2.198 0.562  0.105
H3 2.945 -1.056 1.356  0.136
H4 2.132 -1.006 -1.624  0.119
H5 0.449 -0.321 -1.924  0.078
H6 1.877 0.869 -1.791  0.159
H7 -2.790 2.410 -0.305  0.202
H8 -1.080 1.883 1.107  0.128

Respective E_HOMO values: -0.538 -0.395 -0.302 -0.498 hartree.